[1]
This record from the OMol25 dataset describes a 2-piece molecular cluster, C2H8N2O2 overall. The level of theory is ωB97M-V/def2-TZVPD.

The calculation puts the relative energy (zero: lowest compared OMol25 entry of this formula, charge and spin) at 148.2 kcal/mol.

Cartesian coordinates (Å):
C -1.96 1.33 -0.80
N 0.42 -1.37 -0.29
O -1.14 0.43 -0.14
H -0.40 -1.54 0.28
H 0.24 -1.33 -1.29
H -2.10 2.22 -0.16
H -2.96 0.90 -0.97
H -1.53 1.67 -1.75
N 1.78 -0.79 1.45
C 1.25 -0.28 0.22
O 0.55 0.87 0.43
H 1.06 -0.83 2.16
H 2.72 -1.16 1.36
H 2.06 -0.13 -0.50

Atom charges from the natural (NBO) analysis, given in e for atoms 1 to 6: atom 1 (C): -0.283, atom 2 (N): -0.827, atom 3 (O): -0.340, atom 4 (H): 0.373, atom 5 (H): 0.363, atom 6 (H): 0.184



[2]
This record from the OMol25 dataset describes C20H20AsCl2N2O5S5Sc as an isolated structure. The level of theory is ωB97M-V/def2-TZVPD.

As for the charge: -2. The calculation puts the relative energy (zero: lowest compared OMol25 entry of this formula, charge and spin) at 0.0 kcal/mol.

Cartesian coordinates (Å):
Sc -0.07 -0.15 0.69
Cl 2.63 -2.08 7.48
C 2.28 -1.58 5.84
C 3.34 -1.39 4.94
C 3.10 -1.00 3.66
C 1.78 -0.78 3.17
O 1.60 -0.42 1.96
C 0.72 -0.99 4.11
C -0.66 -0.86 3.73
O -1.10 -0.58 2.62
C 0.99 -1.39 5.43
H 4.36 -1.55 5.29
H 3.92 -0.84 2.96
H -1.38 -1.05 4.54
H 0.17 -1.55 6.11
S -0.27 2.45 1.16
As -0.68 2.06 -0.95
S 1.06 0.78 -1.40
S -2.22 0.50 -0.64
S -1.11 3.57 -2.35
C -1.34 -1.20 -6.51
C -1.39 -0.07 -5.48
C -0.59 -0.39 -4.23
N -1.32 -1.25 -3.31
C -1.08 -2.52 -3.03
S 0.14 -3.46 -3.70
N -1.96 -3.04 -2.06
C -3.31 -2.92 -2.04
O -3.98 -3.22 -1.06
C -4.02 -2.49 -3.29
C -5.05 -1.57 -3.18
C -5.78 -1.19 -4.29
C -5.48 -1.75 -5.53
C -4.46 -2.68 -5.65
C -3.72 -3.04 -4.53
H -2.00 -1.01 -7.36
H -1.64 -2.14 -6.06
H -0.33 -1.33 -6.88
H -2.43 0.15 -5.19
H -1.00 0.85 -5.91
H -0.35 0.51 -3.68
H 0.35 -0.88 -4.47
H -1.83 -0.72 -2.58
H -1.54 -3.51 -1.25
H -5.28 -1.16 -2.20
H -6.57 -0.46 -4.20
H -6.05 -1.46 -6.41
H -4.23 -3.12 -6.61
H -2.90 -3.75 -4.62
Cl 1.23 -4.27 2.81
C 1.50 -3.76 1.10
C 0.16 -3.42 0.43
O -0.57 -4.33 0.04
O -0.06 -2.16 0.29
H 1.96 -4.61 0.60
H 2.16 -2.90 1.14

Atom charges from the natural (NBO) analysis, given in e for atoms 1 to 6: atom 1 (Sc): 1.396, atom 2 (Cl): -0.054, atom 3 (C): -0.123, atom 4 (C): -0.182, atom 5 (C): -0.278, atom 6 (C): 0.445



[3]
This record from the OMol25 dataset describes C6H12N as an isolated structure. The level of theory is ωB97M-V/def2-TZVPD.

As for the charge: +1. The calculation puts the relative energy (zero: lowest compared OMol25 entry of this formula, charge and spin) at 93.5 kcal/mol.

Cartesian coordinates (Å):
C -0.39 0.40 -0.81
C -0.92 1.40 -1.37
C -0.81 -0.93 -0.48
C 0.80 0.18 0.03
C -1.87 -1.37 0.55
C 0.78 0.72 1.48
N 2.07 -0.05 -0.69
H -0.41 2.31 -1.22
H -1.81 1.47 -1.94
H -0.29 -1.78 -0.87
H -1.37 -2.22 1.11
H -2.72 -1.76 0.02
H -2.08 -0.55 1.20
H 0.15 1.65 1.54
H 1.73 0.86 1.91
H 0.19 -0.03 2.01
H 2.68 0.68 -0.27
H 1.72 -0.08 -1.65
H 2.54 -0.89 -0.54

Atom charges from the natural (NBO) analysis, given in e for atoms 1 to 6: atom 1 (C): -0.159, atom 2 (C): -0.288, atom 3 (C): -0.047, atom 4 (C): 0.039, atom 5 (C): -0.645, atom 6 (C): -0.652



[4]
This record from the OMol25 dataset describes C32H33NNiO7P4 as an isolated structure. The level of theory is ωB97M-V/def2-TZVPD.

Its total energy is -127747.482 eV.

Cartesian coordinates (Å):
Ni -0.76 -0.21 0.00
C -1.90 1.85 1.79
P -1.37 1.91 0.03
C -2.73 2.47 -1.03
C -4.05 2.14 -0.73
C -5.07 2.54 -1.58
C -4.79 3.25 -2.74
C -3.47 3.56 -3.05
C -2.45 3.18 -2.20
C -0.19 3.29 0.03
C 1.18 3.06 -0.01
C 2.06 4.13 0.05
C 1.58 5.43 0.15
C 0.21 5.66 0.21
C -0.67 4.59 0.15
C -0.68 1.20 2.42
C -0.05 1.34 3.63
C 1.11 0.53 3.57
C 1.13 -0.07 2.32
C 2.15 -0.99 1.75
P 2.98 -0.30 0.22
C 2.00 -1.12 -1.11
C 1.95 -2.49 -1.30
C 1.12 -3.05 -2.27
C 0.30 -2.23 -3.04
C 0.31 -0.86 -2.83
C 1.17 -0.31 -1.89
C 4.54 -1.27 0.17
C 5.34 -1.34 1.32
C 6.57 -1.97 1.29
C 7.05 -2.51 0.11
C 6.29 -2.42 -1.04
C 5.05 -1.80 -1.01
N 0.03 0.34 1.62
H -2.81 1.24 1.88
H -2.10 2.84 2.20
H -4.28 1.57 0.16
H -6.10 2.29 -1.33
H -5.59 3.55 -3.40
H -3.24 4.11 -3.95
H -1.43 3.44 -2.44
H 1.57 2.05 -0.03
H 3.13 3.94 0.02
H 2.27 6.26 0.20
H -0.17 6.67 0.31
H -1.74 4.78 0.19
H -0.36 1.96 4.45
H 1.85 0.40 4.34
H 1.76 -1.99 1.57
H 2.94 -1.09 2.50
H 2.56 -3.14 -0.69
H 1.11 -4.12 -2.41
H -0.34 -2.67 -3.79
H -0.33 -0.22 -3.42
H 1.21 0.77 -1.78
H 5.00 -0.90 2.24
H 7.16 -2.02 2.20
H 8.02 -3.00 0.09
H 6.67 -2.82 -1.97
H 4.48 -1.72 -1.93
C -3.46 -1.96 2.08
C -2.93 -2.87 0.97
O -3.67 -4.09 1.00
P -3.13 -2.07 -0.65
O -4.67 -2.21 -0.97
O -2.45 -3.00 -1.74
O -2.69 -0.64 -0.71
P -1.11 -3.13 1.20
O -0.91 -4.56 0.46
O -0.72 -3.20 2.62
O -0.52 -2.13 0.23
H -4.51 -1.73 1.92
H -2.88 -1.04 2.14
H -3.34 -2.49 3.02
H -3.16 -4.75 0.51
H -4.95 -1.69 -1.74
H -1.48 -2.95 -1.66
H -0.62 -5.22 1.11

Atom charges from the Löwdin analysis, given in e for atoms 1 to 6: atom 1 (Ni): 0.356, atom 2 (C): -0.215, atom 3 (P): 1.091, atom 4 (C): -0.345, atom 5 (C): -0.092, atom 6 (C): -0.077



[5]
This record from the OMol25 dataset describes an isolated ion of composition C14H24ClN2O2 and charge +1. The level of theory is ωB97M-V/def2-TZVPD.

Its SMILES is CCOc1ccc(Cl)cc1C[NH2+]CCNC[C@@H](C)O. As for the charge: +1. The calculation puts the relative energy (zero: lowest compared OMol25 entry of this formula, charge and spin) at 3.3 kcal/mol.

Cartesian coordinates (Å):
C 2.25 2.94 -0.21
C 1.17 2.81 0.86
H 0.52 3.69 0.87
H 1.63 2.70 1.84
O 0.39 1.63 0.71
C -0.64 1.59 -0.20
C -1.00 2.63 -1.06
C -2.05 2.49 -1.94
C -2.76 1.30 -1.99
C -2.42 0.25 -1.14
C -1.37 0.39 -0.25
C -1.02 -0.73 0.70
N 0.42 -1.05 0.60
H 0.90 -0.16 0.79
C 0.86 -1.64 -0.67
H 0.07 -2.29 -1.04
H 1.06 -0.87 -1.42
C 2.11 -2.48 -0.36
N 1.80 -3.24 0.84
H 1.39 -4.13 0.61
C 2.83 -3.39 1.86
H 3.84 -3.43 1.44
H 2.64 -4.33 2.38
C 2.75 -2.26 2.91
C 3.58 -1.02 2.55
H 3.52 -0.29 3.35
H 3.22 -0.55 1.64
H 4.62 -1.30 2.42
H 3.15 -2.66 3.85
O 1.38 -1.92 3.07
H 1.27 -1.46 3.91
H 2.96 -1.83 -0.16
H 2.37 -3.10 -1.22
H 0.73 -1.76 1.34
H -1.22 -0.42 1.73
H -1.61 -1.62 0.47
H -2.98 -0.67 -1.18
Cl -4.06 1.11 -3.10
H -2.31 3.30 -2.59
H -0.46 3.57 -1.04
H 2.93 2.09 -0.16
H 2.81 3.85 -0.05
H 1.81 2.97 -1.21

Atom charges from the natural (NBO) analysis, given in e for atoms 1 to 6: atom 1 (C): -0.640, atom 2 (C): -0.064, atom 3 (H): 0.191, atom 4 (H): 0.202, atom 5 (O): -0.545, atom 6 (C): 0.285



[6]
This record from the OMol25 dataset describes C5H13NO in the gas phase. The level of theory is ωB97M-V/def2-TZVPD.

Its SMILES is CCN[C@@H](C)CO. The calculation puts the relative energy (zero: lowest compared OMol25 entry of this formula, charge and spin) at 33.6 kcal/mol.

Cartesian coordinates (Å):
C -0.03 -0.93 2.64
C 1.05 -0.26 1.79
N 0.87 -0.43 0.38
C 0.60 1.67 -0.89
C -0.09 0.40 -0.36
C -0.57 -0.52 -1.48
O -1.74 0.03 -2.07
H -0.07 -2.01 2.80
H -1.02 -0.62 2.29
H 0.08 -0.60 3.68
H 1.99 -0.66 2.18
H 1.11 0.79 2.15
H 1.73 -0.52 -0.13
H 1.59 1.77 -0.43
H 0.06 2.59 -0.65
H 0.61 1.67 -1.98
H -0.86 0.67 0.35
H 0.24 -0.59 -2.20
H -0.79 -1.47 -1.01
H -2.10 -0.62 -2.67

Atom charges from the natural (NBO) analysis, given in e for atoms 1 to 6: atom 1 (C): -0.615, atom 2 (C): -0.216, atom 3 (N): -0.646, atom 4 (C): -0.636, atom 5 (C): -0.069, atom 6 (C): -0.060



[7]
This record from the OMol25 dataset describes C32H72BrF3GaO5S2 as an isolated structure. The level of theory is ωB97M-V/def2-TZVPD.

Its total energy is -196833.384 eV. As for the charge: -1.

Cartesian coordinates (Å):
O 2.06 -1.08 -2.07
C 2.70 0.01 -2.49
F 3.89 0.46 -1.68
C 2.37 0.90 -3.82
Ga 0.37 1.18 -4.24
Br 0.13 0.98 -6.69
S -0.30 3.30 -3.50
O 0.93 4.22 -3.78
O -1.59 3.73 -4.28
F -0.65 3.25 -1.81
S -1.08 -0.33 -3.29
O -1.45 0.13 -1.83
O -0.61 -1.80 -3.32
F -2.60 -0.29 -4.16
H 2.92 0.46 -4.76
H 2.83 1.98 -3.61
C 7.36 -2.85 2.54
C 6.63 -3.77 1.58
C 6.08 -3.04 0.35
C 5.03 -1.96 0.64
C 3.79 -2.45 1.39
C 3.00 -3.48 0.62
H 6.70 -2.08 2.95
H 7.75 -3.43 3.39
H 8.20 -2.36 2.05
H 5.82 -4.29 2.10
H 7.32 -4.55 1.24
H 5.66 -3.78 -0.34
H 6.92 -2.57 -0.19
H 4.72 -1.52 -0.31
H 5.50 -1.15 1.21
H 3.15 -1.58 1.59
H 4.07 -2.85 2.37
H 2.66 -3.08 -0.34
H 2.11 -3.77 1.19
H 3.58 -4.39 0.44
C -2.03 1.68 -13.37
C -2.78 2.36 -12.24
C -2.28 3.78 -11.96
C -0.81 3.89 -11.52
C -0.46 3.09 -10.26
C -1.22 3.55 -9.02
H -0.97 1.57 -13.15
H -2.45 0.68 -13.55
H -2.13 2.25 -14.30
H -2.71 1.75 -11.33
H -3.84 2.41 -12.49
H -2.92 4.24 -11.20
H -2.40 4.39 -12.87
H -0.58 4.95 -11.34
H -0.16 3.56 -12.33
H 0.62 3.20 -10.07
H -0.64 2.02 -10.42
H -1.01 4.61 -8.82
H -0.90 2.97 -8.15
H -2.30 3.43 -9.14
C -4.39 2.62 -2.18
C -3.91 2.77 -0.74
C -4.85 2.10 0.27
C -6.27 2.69 0.33
C -6.34 4.19 0.64
C -5.78 4.54 2.01
H -5.36 3.11 -2.33
H -3.67 3.09 -2.86
H -4.49 1.57 -2.45
H -3.78 3.83 -0.50
H -2.92 2.30 -0.65
H -4.39 2.16 1.27
H -4.93 1.03 0.04
H -6.84 2.14 1.09
H -6.78 2.50 -0.62
H -7.39 4.50 0.61
H -5.82 4.76 -0.13
H -6.31 4.01 2.80
H -5.88 5.61 2.19
H -4.71 4.29 2.09
C -5.52 -0.44 3.06
C -5.46 0.78 3.96
C -5.24 0.43 5.44
C -6.35 -0.41 6.08
C -7.75 0.21 6.03
C -7.85 1.53 6.78
H -6.36 -1.09 3.32
H -5.65 -0.13 2.02
H -4.59 -1.02 3.13
H -6.37 1.37 3.84
H -4.64 1.42 3.63
H -5.10 1.36 6.00
H -4.29 -0.12 5.53
H -6.08 -0.59 7.13
H -6.38 -1.40 5.61
H -8.46 -0.50 6.47
H -8.06 0.36 4.99
H -7.58 1.39 7.83
H -8.87 1.91 6.73
H -7.19 2.29 6.35
C 8.62 -5.44 9.59
C 7.20 -5.16 9.11
C 6.97 -5.57 7.66
C 7.82 -4.83 6.62
C 7.68 -3.30 6.63
C 6.27 -2.84 6.30
H 9.36 -4.87 9.02
H 8.73 -5.15 10.64
H 8.86 -6.50 9.50
H 6.97 -4.10 9.25
H 6.51 -5.71 9.75
H 5.91 -5.44 7.42
H 7.16 -6.65 7.55
H 7.56 -5.20 5.62
H 8.88 -5.08 6.77
H 8.37 -2.88 5.89
H 7.98 -2.90 7.60
H 5.97 -3.19 5.31
H 6.23 -1.74 6.29
H 5.54 -3.19 7.03

Atom charges from the Löwdin analysis, given in e for atoms 1 to 6: atom 1 (O): -0.002, atom 2 (C): -0.225, atom 3 (F): -0.073, atom 4 (C): -0.174, atom 5 (Ga): 0.106, atom 6 (Br): 0.223



[8]
This record from the OMol25 dataset describes a 2-piece molecular cluster, C3H5NO5 overall. The level of theory is ωB97M-V/def2-TZVPD.

The calculation puts the relative energy (zero: lowest compared OMol25 entry of this formula, charge and spin) at 143.8 kcal/mol.

Cartesian coordinates (Å):
N 3.94 2.30 0.81
O 3.84 3.41 1.20
C -2.52 -0.82 -1.19
C -1.38 -1.21 -0.27
O -1.26 -2.23 0.36
O -0.46 -0.16 -0.27
C 0.70 -0.18 0.51
O 1.28 1.08 0.22
O 2.37 1.27 1.06
H -2.33 0.20 -1.58
H -2.62 -1.53 -2.03
H -3.49 -0.84 -0.66
H 0.52 -0.29 1.60
H 1.40 -0.99 0.22

Atom charges from the natural (NBO) analysis, given in e for atoms 1 to 6: atom 1 (N): 0.450, atom 2 (O): -0.125, atom 3 (C): -0.724, atom 4 (C): 0.807, atom 5 (O): -0.572, atom 6 (O): -0.524



Maximum force across the listed records, respectively: 4.09, 0.38, 3.90, 0.99, 0.71, 1.47, 9.67, 5.50 eV Å⁻¹.